# C6H17NO

A cluster of 2 separate species, C6H17NO in total at a distorted geometry (ωB97M-V/def2-TZVPD, the OMol25 dataset).

The calculation puts the energy relative to the best compared isomer or geometry (same formula, charge and spin) at 23.9 kcal/mol. For the frontier orbital gap (spin up / spin down), the calculation gives 10.738 / 5.326 eV. The total energy is -10026.184 eV. Its net charge is +1. Its expectation value of S² is 0.7545. As for the spin multiplicity: 2. The LUMO energy (spin up / spin down) comes out at -3.178 / -8.556 eV.

Geometry (Å):
1 C -0.09852 2.17412 -0.21067
2 O -0.94512 1.46266 0.68914
3 C 0.06299 1.52681 -1.57498
4 C -1.27119 1.22904 -2.25418
5 H 0.89001 2.36429 0.22228
6 H -0.59990 3.13563 -0.33161
7 H 0.72764 0.65558 -1.53983
8 H 0.59515 2.27140 -2.17677
9 H -1.13175 0.83238 -3.25832
10 H -1.86900 2.13694 -2.30831
11 H -1.83450 0.49637 -1.67172
12 C 1.36516 -0.75208 2.55407
13 C 1.15940 -1.40307 1.18882
14 N -0.25964 -1.47172 0.85275
15 C -0.62321 -2.01102 -0.44907
16 H 0.75327 -1.24562 3.31085
17 H 2.40427 -0.84367 2.85899
18 H 1.11428 0.30712 2.52256
19 H 1.61674 -0.80406 0.39589
20 H 1.62550 -2.39583 1.15909
21 H -0.62971 0.55874 0.79043
22 H -0.84262 -1.84908 1.60796
23 H -0.24678 -1.34388 -1.22555
24 H -1.71095 -2.00794 -0.52066
25 H -0.25153 -3.02311 -0.63114



# C25H20MnN9O7S4

A structure of composition C25H20MnN9O7S4 at a distorted geometry (ωB97M-V/def2-TZVPD, the OMol25 dataset).

The calculation puts the energy relative to the best compared isomer or geometry (same formula, charge and spin) at 36.0 kcal/mol. For the frontier orbital gap (spin up / spin down), the calculation gives 2.617 / 7.751 eV. The total energy is -128653.961 eV. Its net charge is -1. Its expectation value of S² is 9.0977. As for the spin multiplicity: 6. The LUMO energy (spin up / spin down) comes out at -0.490 / 1.688 eV.

Geometry (Å):
1 Mn -0.38386 0.07213 0.26933
2 N 2.79017 2.00557 -1.70504
3 C 1.84456 2.70387 -1.03668
4 N 0.66292 2.27454 -0.69617
5 C -0.09320 3.29651 -0.14957
6 C 0.52477 4.49539 -0.04701
7 S 2.13066 4.39498 -0.66208
8 C -1.46772 3.00944 0.22577
9 C -2.36525 3.87996 0.74040
10 S -3.89803 3.11525 0.96674
11 C -3.22694 1.64032 0.30989
12 N -1.94880 1.72613 0.02754
13 N -4.01015 0.60412 -0.00945
14 H 2.70162 1.00224 -1.63492
15 H 3.73095 2.35629 -1.66322
16 H 0.14269 5.41245 0.36617
17 H -2.22437 4.91563 0.99593
18 H -4.64487 0.22242 0.71210
19 H -3.51386 -0.12999 -0.49877
20 S 0.09892 1.11915 2.27533
21 C 1.71270 0.65233 2.74936
22 C 2.14568 1.02053 4.02012
23 C 3.43695 0.74781 4.45129
24 C 3.84696 1.14392 5.75743
25 N 4.15885 1.46490 6.81701
26 C 4.32236 0.08023 3.58522
27 C 3.88924 -0.29042 2.32066
28 C 2.59228 -0.01433 1.88133
29 S 2.14518 -0.50382 0.27562
30 C 5.65920 -0.21571 3.98435
31 N 6.73994 -0.47233 4.28256
32 H 1.45869 1.54332 4.67288
33 H 4.56089 -0.80094 1.64332
34 C 1.08133 -3.92479 0.38933
35 N 0.17382 -4.00004 1.52870
36 C -0.13118 -5.31625 2.06828
37 C -0.46764 -2.91219 1.97503
38 C -1.35515 -3.08350 3.18232
39 O -0.35137 -1.77670 1.48180
40 H 1.68835 -4.82672 0.35838
41 H 1.73115 -3.06433 0.49895
42 H 0.54250 -3.82226 -0.55238
43 H 0.60265 -6.02629 1.69967
44 H -1.12287 -5.65434 1.75648
45 H -0.08693 -5.31656 3.15716
46 H -2.16428 -3.78907 2.99052
47 H -1.78102 -2.11607 3.43395
48 H -0.78039 -3.44146 4.03794
49 O -0.78548 -2.84664 -2.17520
50 C -1.47224 -2.23383 -1.37718
51 O -1.23405 -1.00655 -1.01238
52 C -2.67479 -2.92744 -0.76083
53 C -3.26288 -3.96506 -1.47244
54 C -4.35207 -4.64294 -0.90916
55 C -4.88142 -4.27498 0.31069
56 C -4.31301 -3.20759 1.00804
57 C -3.16445 -2.56493 0.48949
58 N -4.93184 -2.75334 2.17434
59 O -5.71710 -3.51836 2.79642
60 O -4.67299 -1.55942 2.57810
61 N -4.96103 -5.74060 -1.62833
62 O -4.48760 -6.05205 -2.70761
63 O -5.91462 -6.31206 -1.12774
64 H -2.89160 -4.24639 -2.44511
65 H -5.73340 -4.79273 0.72169
66 H -2.64460 -1.84645 1.10473



# C21H27N3O2

A structure of composition C21H27N3O2 at a distorted geometry (ωB97M-V/def2-TZVPD, the OMol25 dataset).

The calculation puts the energy relative to the best compared isomer or geometry (same formula, charge and spin) at 485.7 kcal/mol. For the frontier orbital gap, the calculation gives 6.896 eV. The total energy is -30761.500 eV. The LUMO energy comes out at -0.885 eV.

Geometry (Å):
1 C -0.18510 -3.40910 -1.91277
2 C -0.04966 -1.95248 -1.58607
3 C -1.42277 -1.19313 -1.64509
4 C -2.49055 -1.89392 -0.60037
5 N -3.52533 -1.06565 -0.34302
6 C -4.09872 -1.08346 1.21901
7 H -3.68865 -1.99082 1.83598
8 C -3.69616 0.29444 1.84128
9 N -2.33227 0.60653 1.69287
10 C -1.83643 1.45601 0.87075
11 O -2.65375 2.55815 0.42105
12 C -0.54781 1.50538 0.43143
13 C 0.31468 2.02072 -0.41232
14 C 1.60974 1.71192 -0.31533
15 C 1.51842 0.48128 0.34455
16 C 2.57180 -0.38229 0.77047
17 C 2.70722 -1.66980 1.48968
18 C 3.78020 -2.30904 1.59450
19 C 5.06633 -1.76240 0.74144
20 C 4.92811 -0.69539 0.14259
21 C 3.75426 0.04450 -0.17138
22 N 3.73002 1.24581 -0.71466
23 C 2.80409 2.03286 -0.96144
24 C 2.86075 3.16475 -1.72854
25 H 2.19819 3.21935 -2.95536
26 H 2.79522 4.04236 -1.34539
27 H 3.93747 2.98526 -2.31567
28 H 5.86928 -0.27230 -0.55740
29 H 5.77605 -2.50782 0.99081
30 H 3.87698 -3.18644 2.19277
31 H 1.79278 -1.68094 1.92989
32 O 0.27164 0.34333 0.88600
33 H -0.03188 3.11759 -0.78238
34 H -1.64216 -0.27082 2.00822
35 H -3.92762 0.06553 3.02985
36 H -4.18592 1.33652 1.62325
37 H -5.10450 -1.12031 1.01846
38 C -4.58300 -0.66125 -0.92200
39 C -5.27194 0.72235 -1.01534
40 H -4.61143 1.57752 -0.82856
41 H -5.77699 0.81730 -1.74987
42 H -6.04182 0.77461 0.07910
43 H -5.44041 -1.52711 -1.12582
44 H -4.14895 -0.86011 -2.13919
45 H -3.10823 -2.73143 -1.02293
46 H -1.80855 -2.17835 0.30476
47 H -1.91580 -1.50055 -2.57834
48 H -1.34617 -0.36251 -1.37788
49 H 0.24119 -1.77255 -0.67988
50 H 0.33282 -1.33149 -2.20575
51 H 0.79727 -3.77186 -2.05675
52 H -0.63598 -3.47019 -3.04513
53 H -0.64808 -3.93370 -1.40473